Molecular formula: C29H65N5O5
Method: DFT, ωB97M-V with the def2-TZVPD basis set

Computed properties:
E_HOMO: -8.28 eV
SMILES: CC1(C)CCCC(C)(C)N1O.CC1(C)CCCC(C)(C)N1O.CC1(C)CCCC(C)(C)N1O.NC(N)=O.CO
orbital gap: 0.3188 Eh
charge: 0
electronic energy: -48811.99597 eV

Last column: Löwdin charge in e.
Atoms and positions in Å:
C: 3.4718 -5.2106 -1.8132  -0.05
C: 2.2510 -4.3844 -2.3043  -0.46
C: 2.6914 -2.9104 -2.7280  -0.01
C: 1.7331 -5.0392 -3.5917  -0.14
C: 0.2647 -4.6303 -3.8321  -0.19
C: -0.5719 -4.9032 -2.5918  -0.13
C: -0.1265 -4.1109 -1.3683  -0.54
C: -0.3876 -2.6369 -1.5389  -0.01
C: -0.8865 -4.6292 -0.1566  -0.01
N: 1.2641 -4.4542 -1.1599  -0.08
O: 1.7894 -3.6131 -0.1792  -0.06
H: 4.3016 -5.4329 -2.5281  0.09
H: 4.0218 -4.7671 -0.9708  0.07
H: 3.0108 -6.1900 -1.5123  0.10
H: 3.7177 -3.0212 -3.1565  0.09
H: 2.1360 -2.3913 -3.4627  0.05
H: 2.6951 -2.2657 -1.7943  0.08
H: 2.3799 -4.7228 -4.3979  0.11
H: 1.7972 -6.1468 -3.4771  0.13
H: 0.1957 -3.5434 -4.1614  0.12
H: -0.0640 -5.0215 -4.7839  0.10
H: -0.3606 -5.9539 -2.4637  0.11
H: -1.6392 -4.8779 -2.8616  0.13
H: -1.4363 -2.5091 -1.4483  0.08
H: -0.1073 -2.3087 -2.5212  0.07
H: 0.0958 -2.0931 -0.7403  0.04
H: -0.5694 -4.1719 0.7071  0.04
H: -0.7401 -5.7199 -0.1001  0.10
H: -1.9327 -4.3975 -0.2963  0.09
H: 2.0698 -4.2236 0.4888  0.09
C: -4.2389 1.5019 -1.4614  -0.02
C: -4.1841 2.1826 -0.0777  -0.50
C: -5.3935 3.2344 0.0104  -0.02
C: -4.4756 1.1477 0.9985  -0.16
C: -4.3080 1.5846 2.4394  -0.19
C: -2.9641 2.2341 2.6005  -0.14
C: -2.6495 3.3170 1.5696  -0.49
C: -3.4227 4.5913 1.8234  -0.02
C: -1.1532 3.5889 1.5813  -0.04
N: -2.8661 2.7407 0.1776  -0.16
O: -2.5754 3.6576 -0.7759  -0.04
H: -5.1104 0.9049 -1.5375  0.06
H: -4.2096 2.3175 -2.1377  0.07
H: -3.3900 0.7840 -1.6922  0.10
H: -6.2613 2.8351 -0.5981  0.10
H: -5.7031 3.4881 0.9922  0.04
H: -5.0373 4.0982 -0.6029  0.09
H: -5.4942 0.8379 0.7131  0.12
H: -3.8334 0.2223 0.8523  0.13
H: -5.1034 2.2122 2.7063  0.08
H: -4.4462 0.7187 3.1666  0.14
H: -2.1903 1.4825 2.5600  0.09
H: -2.9627 2.6889 3.5695  0.12
H: -3.6436 5.0792 0.8821  0.08
H: -2.8635 5.2478 2.4467  0.07
H: -4.4058 4.3471 2.3072  0.09
H: -0.8191 4.5230 0.9527  0.13
H: -0.7072 2.6120 1.2791  0.08
H: -0.8001 3.7922 2.5710  0.07
H: -1.7074 3.4034 -1.2136  0.08
C: 1.9729 -1.9603 2.8768  -0.01
C: 1.1902 -0.6407 2.5142  -0.49
C: -0.1942 -1.1022 2.0876  -0.03
C: 1.0833 0.3238 3.7144  -0.16
C: 2.2322 1.2153 3.9450  -0.20
C: 2.7450 1.9067 2.6940  -0.13
C: 2.9684 0.9195 1.5297  -0.49
C: 3.1157 1.7812 0.2070  -0.02
C: 4.2306 0.0744 1.6919  -0.03
N: 1.7182 0.1351 1.4049  -0.08
O: 1.6767 -0.5497 0.1643  -0.10
H: 3.0111 -1.7501 3.0271  0.04
H: 1.6933 -2.4122 3.8644  0.10
H: 1.9103 -2.8292 2.2231  0.06
H: -0.1987 -1.7572 1.1976  0.06
H: -0.6147 -1.7645 2.8471  0.09
H: -0.8984 -0.2599 1.9045  0.08
H: 0.1558 0.8974 3.5321  0.11
H: 0.8178 -0.2614 4.6548  0.15
H: 1.8907 1.9636 4.7409  0.14
H: 2.9773 0.5325 4.4527  0.13
H: 3.6615 2.4069 2.9205  0.11
H: 1.9968 2.6590 2.3585  0.13
H: 3.3368 1.0954 -0.6020  0.07
H: 3.8788 2.5769 0.3452  0.10
H: 2.2100 2.3393 -0.0198  0.07
H: 4.2416 -0.7932 0.9937  0.09
H: 4.3285 -0.3225 2.6878  0.05
H: 5.1233 0.7441 1.5125  0.11
H: 2.2976 -1.3417 0.2381  0.11
N: -0.7789 0.9629 -1.0712  0.21
C: -0.0113 1.7083 -1.8706  -0.65
N: 1.0616 1.0361 -2.3477  0.19
O: -0.4247 2.7777 -2.3195  0.01
H: -1.5070 1.4289 -0.5778  0.05
H: -0.3702 0.1970 -0.5195  0.09
H: 1.3768 0.3277 -1.6613  0.08
H: 1.7727 1.5920 -2.7620  0.09
C: 1.8461 5.4873 -3.0539  -0.20
O: 1.7125 4.1317 -3.2976  -0.15
H: 1.6137 5.7488 -1.9561  0.10
H: 2.9012 5.7621 -3.1857  0.07
H: 1.1875 6.1028 -3.6343  0.06
H: 0.9163 3.8152 -2.8091  0.03